# 1
{
  "formula": "C21H21BFMgN6OS",
  "method": "ωB97M-V/def2-TZVPD",
  "symbols": ["Mg", "C", "C", "C", "C", "N", "C", "N", "C", "N", "C", "N", "C", "C", "C", "C", "C", "N", "C", "C", "C", "C", "C", "C", "H", "H", "H", "H", "H", "H", "H", "H", "H", "H", "H", "H", "F", "C", "S", "C", "O", "H", "H", "H", "H", "H", "H", "B", "C", "N", "H", "H", "H"],
  "xyz": [[0.05286, -0.50730, 0.95623], [-1.63032, -0.25745, 4.94382], [-2.99697, -0.10572, 4.70975], [-3.42632, 0.22643, 3.45051], [-2.48830, 0.40821, 2.41266], [-1.17955, 0.24570, 2.64599], [-0.77656, -0.08033, 3.87846], [-3.00312, 0.78770, 1.19942], [-2.27161, 1.11392, 0.17229], [-0.93072, 1.08806, -0.03295], [-0.67171, 1.62934, -1.28319], [0.44577, 1.85576, -1.85718], [1.65979, 1.68813, -1.18450], [2.65227, 0.89832, -1.77696], [3.89869, 0.84539, -1.19136], [4.13201, 1.59068, -0.04108], [3.08759, 2.33618, 0.46879], [1.87317, 2.39817, -0.07715], [-1.95844, 1.95728, -1.94638], [-2.25012, 2.49504, -3.18601], [-3.59026, 2.69650, -3.49376], [-4.59462, 2.37869, -2.57940], [-4.28787, 1.85049, -1.33102], [-2.95209, 1.64516, -1.04072], [-1.24125, -0.52310, 5.91628], [-3.71259, -0.24924, 5.51058], [-4.47138, 0.35964, 3.21215], [0.29342, -0.21380, 3.99633], [2.41321, 0.34700, -2.67566], [4.67581, 0.21604, -1.60421], [5.08535, 1.55862, 0.46746], [3.22528, 2.91882, 1.37479], [-1.45632, 2.74279, -3.87828], [-3.86350, 3.10926, -4.45748], [-5.62943, 2.55048, -2.85069], [-5.05139, 1.60514, -0.60516], [-0.70426, -2.21439, 1.28757], [2.04553, -3.00703, -2.20013], [0.97648, -2.73660, -0.79166], [-0.43070, -3.71456, -1.29792], [0.53009, -1.30518, -0.97989], [2.42624, -4.02751, -2.16332], [2.87526, -2.31493, -2.06944], [1.51943, -2.80954, -3.13369], [-0.13894, -4.76416, -1.34487], [-0.78714, -3.36174, -2.26545], [-1.16397, -3.54880, -0.51111], [4.44073, -1.87020, 1.11387], [3.06141, -1.14936, 1.41498], [2.03420, -0.66083, 1.61686], [4.47571, -2.05858, -0.08857], [5.34616, -1.14508, 1.46767], [4.43300, -2.91752, 1.72272]],
  "homo_lumo_gap_ev": 7.6768,
  "lumo_energy_ev": 2.56,
  "largest_force_ev_per_a": 0.3,
  "charge": -1,
  "mol_weight_g_mol": 459.62,
  "homo_energy_ev": -5.121
}



# 2
{
  "formula": "C21H21BiClN2P",
  "method": "ωB97M-V/def2-TZVPD",
  "symbols": ["Bi", "Cl", "P", "C", "C", "C", "C", "C", "C", "C", "C", "C", "C", "C", "C", "C", "C", "C", "C", "C", "C", "H", "H", "H", "H", "H", "H", "H", "H", "H", "H", "H", "H", "H", "H", "H", "H", "H", "N", "C", "C", "C", "N", "H", "H", "H", "H"],
  "xyz": [[2.79253, 0.25948, -0.23059], [3.14020, -2.01801, -1.21251], [0.24209, 0.16441, -0.80820], [-0.38111, 1.82110, -0.33815], [-1.30021, 1.99158, 0.70835], [-1.77597, 3.26936, 1.02126], [-1.24679, 4.39390, 0.37706], [-0.26585, 4.23604, -0.61134], [0.16680, 2.95994, -0.96822], [-0.30490, -0.17560, -2.52764], [0.05080, -1.40940, -3.10729], [-0.25630, -1.68494, -4.43815], [-1.02476, -0.77877, -5.17615], [-1.43581, 0.42026, -4.58842], [-1.05701, 0.73825, -3.28062], [-0.68249, -1.09607, 0.12005], [-0.02195, -2.04512, 0.91625], [-0.75157, -2.97905, 1.64712], [-2.14988, -2.98565, 1.57764], [-2.80850, -2.07328, 0.74556], [-2.08165, -1.13229, 0.00910], [0.58231, -2.14841, -2.50633], [0.11497, -2.59483, -4.91228], [-1.28600, -1.00526, -6.21058], [-2.03437, 1.12599, -5.16467], [-1.35438, 1.68937, -2.84159], [-1.65198, 1.12126, 1.26524], [-2.54609, 3.38615, 1.78840], [-1.58716, 5.39309, 0.65327], [0.16193, 5.11218, -1.10150], [0.93906, 2.83127, -1.73468], [1.06869, -2.01301, 0.98820], [-0.24007, -3.69907, 2.28531], [-2.72182, -3.70322, 2.16878], [-3.89612, -2.07752, 0.67486], [-2.60289, -0.41311, -0.63082], [-1.23999, 2.35561, 4.11956], [-1.30344, 1.63092, 4.30867], [2.62733, -0.03896, 3.02667], [3.47648, -0.57994, 3.91353], [4.12895, -1.63261, 3.27411], [3.60196, -1.70891, 2.00450], [2.70101, -0.68977, 1.82177], [1.93418, 0.68642, 3.19937], [3.58247, -0.21907, 4.92301], [4.89781, -2.28958, 3.64704], [3.79949, -2.39511, 1.20505]],
  "homo_lumo_gap_ev": 7.0057,
  "lumo_energy_ev": -7.83,
  "largest_force_ev_per_a": 2.8,
  "charge": 2,
  "mol_weight_g_mol": 576.82,
  "homo_energy_ev": -14.839
}



# 3
{
  "formula": "C21H21Cl2NORhSSi",
  "method": "ωB97M-V/def2-TZVPD",
  "symbols": ["Rh", "Cl", "C", "C", "C", "C", "C", "Cl", "C", "S", "H", "H", "H", "C", "Si", "C", "C", "N", "C", "C", "C", "C", "C", "C", "O", "C", "C", "C", "C", "C", "C", "H", "H", "H", "H", "H", "H", "H", "H", "H", "H", "H", "H", "H", "H", "H", "H", "H", "H"],
  "xyz": [[-0.23198, -0.28043, -0.49997], [1.38496, -1.30769, -2.01590], [0.84925, -2.97563, -2.06321], [1.69445, -3.90858, -2.63281], [1.27820, -5.22778, -2.66763], [0.04697, -5.58803, -2.13915], [-0.77557, -4.62970, -1.57583], [-2.29833, -5.10542, -0.91830], [-0.39251, -3.28269, -1.52255], [-1.46209, -2.07060, -0.83921], [2.65124, -3.60799, -3.03657], [1.91738, -5.98143, -3.10580], [-0.28244, -6.61744, -2.15726], [0.93199, -2.32322, 1.84794], [-0.34612, -1.15733, 2.54161], [0.31660, -0.55502, 4.18019], [-2.04146, -1.88399, 2.75591], [-0.48615, 0.20072, 1.32013], [-0.58358, 1.54612, 1.59505], [-0.98971, 2.09007, 2.82480], [-1.09704, 3.45596, 2.97495], [-0.78645, 4.31354, 1.92177], [-0.36975, 3.81361, 0.69311], [-0.27519, 2.44990, 0.55070], [0.13402, 1.81671, -0.60631], [0.36893, 2.56811, -1.78078], [1.60886, 3.14758, -1.95937], [1.83575, 3.85022, -3.13413], [0.83509, 3.95052, -4.09187], [-0.39916, 3.35044, -3.88450], [-0.64468, 2.64783, -2.71295], [1.08518, -3.11917, 2.58287], [1.89021, -1.81629, 1.71412], [0.64729, -2.79832, 0.90825], [0.62600, -1.45989, 4.71326], [-0.41083, -0.05695, 4.81972], [1.19978, 0.07892, 4.08591], [-1.94303, -2.76461, 3.39742], [-2.51099, -2.19951, 1.82597], [-2.70237, -1.18053, 3.26676], [-1.25801, 1.43719, 3.64070], [-1.43132, 3.86241, 3.91931], [-0.87120, 5.38325, 2.05494], [-0.12877, 4.47303, -0.12842], [2.37209, 3.05005, -1.19788], [2.79710, 4.31641, -3.30143], [1.01977, 4.49774, -5.00615], [-1.17471, 3.42756, -4.63415], [-1.59770, 2.17033, -2.52324]],
  "homo_lumo_gap_ev": [5.8854, 5.8396],
  "lumo_energy_ev": [-5.30, -5.32],
  "largest_force_ev_per_a": 1.3,
  "charge": 1,
  "mol_weight_g_mol": 537.37,
  "homo_energy_ev": [-11.183, -11.160]
}



# 4
{
  "formula": "C21H21F5N13O3SSn",
  "method": "ωB97M-V/def2-TZVPD",
  "symbols": ["Sn", "C", "C", "C", "C", "C", "C", "C", "H", "H", "H", "H", "H", "H", "H", "H", "N", "C", "N", "N", "N", "N", "C", "N", "N", "N", "N", "H", "F", "C", "C", "F", "C", "F", "C", "S", "C", "F", "C", "F", "N", "C", "C", "O", "O", "H", "H", "H", "H", "H", "C", "N", "C", "C", "O", "N", "C", "N", "H", "H", "H", "H", "H", "H", "H"],
  "xyz": [[-12.22128, -10.39415, -8.63442], [-15.18055, -9.14726, -15.38912], [-14.08691, -9.95105, -14.73379], [-12.78719, -9.40347, -14.68030], [-11.67939, -10.07704, -14.19948], [-11.92721, -11.34303, -13.64354], [-13.21710, -11.90902, -13.65437], [-14.28579, -11.24496, -14.25026], [-15.93760, -9.80856, -15.85207], [-14.78457, -8.50110, -16.22517], [-15.58727, -8.41007, -14.70582], [-12.66112, -8.41663, -15.18418], [-10.64562, -9.62381, -14.23373], [-11.14685, -11.91312, -13.14853], [-13.37297, -12.85094, -13.09237], [-15.25512, -11.67675, -14.19357], [-8.87709, -8.71445, -8.54138], [-8.99518, -9.73447, -9.48580], [-7.95235, -10.36290, -10.00856], [-8.49686, -11.31007, -10.73822], [-9.84417, -11.20664, -10.79912], [-10.16311, -10.14587, -9.97814], [-9.94626, -7.94525, -8.10451], [-9.60789, -6.85453, -7.45069], [-10.84901, -6.31773, -7.09564], [-11.81284, -7.19169, -7.39083], [-11.28247, -8.25070, -8.05462], [-7.96172, -8.22300, -8.58108], [-18.00478, -2.61126, -10.74388], [-17.38509, -3.75122, -11.13332], [-17.53352, -4.91582, -10.41712], [-18.50792, -4.97770, -9.47231], [-16.81714, -6.06092, -10.72930], [-17.00043, -7.07453, -9.89809], [-15.94379, -6.15051, -11.85050], [-15.08053, -7.47341, -12.36029], [-15.81532, -4.91443, -12.55858], [-14.84398, -4.83001, -13.52265], [-16.53854, -3.77746, -12.26691], [-16.22648, -2.61303, -12.87788], [-15.65846, -7.35566, -5.20302], [-15.68095, -7.77917, -6.56848], [-14.68046, -8.86372, -6.78316], [-13.84758, -9.20267, -5.78960], [-14.58331, -9.42767, -7.90689], [-15.73396, -6.32252, -5.10981], [-13.94149, -8.50002, -5.09192], [-16.41092, -7.73595, -4.65793], [-15.37372, -6.98403, -7.22130], [-16.62573, -8.13156, -6.99866], [-9.14183, -13.42139, -4.63148], [-10.27729, -12.73171, -5.25576], [-11.68568, -13.05089, -5.12003], [-12.23725, -12.28202, -6.32527], [-13.37460, -12.38038, -6.73207], [-11.23436, -11.39870, -6.81485], [-10.11222, -11.71600, -6.15694], [-8.83554, -11.27016, -6.41739], [-9.51259, -14.02216, -3.77782], [-8.42438, -12.67793, -4.30094], [-8.73310, -14.06809, -5.45638], [-12.17046, -12.71628, -4.17317], [-11.90810, -14.10069, -5.28458], [-8.68035, -10.47860, -7.04344], [-8.02889, -11.70580, -5.94721]],
  "homo_lumo_gap_ev": 4.5569,
  "lumo_energy_ev": 1.18,
  "largest_force_ev_per_a": 4.0,
  "charge": -1,
  "mol_weight_g_mol": 749.25,
  "homo_energy_ev": -3.373
}



Please write out number 3 again, unchanged.
{
  "formula": "C21H21Cl2NORhSSi",
  "method": "ωB97M-V/def2-TZVPD",
  "symbols": ["Rh", "Cl", "C", "C", "C", "C", "C", "Cl", "C", "S", "H", "H", "H", "C", "Si", "C", "C", "N", "C", "C", "C", "C", "C", "C", "O", "C", "C", "C", "C", "C", "C", "H", "H", "H", "H", "H", "H", "H", "H", "H", "H", "H", "H", "H", "H", "H", "H", "H", "H"],
  "xyz": [[-0.23198, -0.28043, -0.49997], [1.38496, -1.30769, -2.01590], [0.84925, -2.97563, -2.06321], [1.69445, -3.90858, -2.63281], [1.27820, -5.22778, -2.66763], [0.04697, -5.58803, -2.13915], [-0.77557, -4.62970, -1.57583], [-2.29833, -5.10542, -0.91830], [-0.39251, -3.28269, -1.52255], [-1.46209, -2.07060, -0.83921], [2.65124, -3.60799, -3.03657], [1.91738, -5.98143, -3.10580], [-0.28244, -6.61744, -2.15726], [0.93199, -2.32322, 1.84794], [-0.34612, -1.15733, 2.54161], [0.31660, -0.55502, 4.18019], [-2.04146, -1.88399, 2.75591], [-0.48615, 0.20072, 1.32013], [-0.58358, 1.54612, 1.59505], [-0.98971, 2.09007, 2.82480], [-1.09704, 3.45596, 2.97495], [-0.78645, 4.31354, 1.92177], [-0.36975, 3.81361, 0.69311], [-0.27519, 2.44990, 0.55070], [0.13402, 1.81671, -0.60631], [0.36893, 2.56811, -1.78078], [1.60886, 3.14758, -1.95937], [1.83575, 3.85022, -3.13413], [0.83509, 3.95052, -4.09187], [-0.39916, 3.35044, -3.88450], [-0.64468, 2.64783, -2.71295], [1.08518, -3.11917, 2.58287], [1.89021, -1.81629, 1.71412], [0.64729, -2.79832, 0.90825], [0.62600, -1.45989, 4.71326], [-0.41083, -0.05695, 4.81972], [1.19978, 0.07892, 4.08591], [-1.94303, -2.76461, 3.39742], [-2.51099, -2.19951, 1.82597], [-2.70237, -1.18053, 3.26676], [-1.25801, 1.43719, 3.64070], [-1.43132, 3.86241, 3.91931], [-0.87120, 5.38325, 2.05494], [-0.12877, 4.47303, -0.12842], [2.37209, 3.05005, -1.19788], [2.79710, 4.31641, -3.30143], [1.01977, 4.49774, -5.00615], [-1.17471, 3.42756, -4.63415], [-1.59770, 2.17033, -2.52324]],
  "homo_lumo_gap_ev": [5.8854, 5.8396],
  "lumo_energy_ev": [-5.30, -5.32],
  "largest_force_ev_per_a": 1.3,
  "charge": 1,
  "mol_weight_g_mol": 537.37,
  "homo_energy_ev": [-11.183, -11.160]
}



Copy entry 3 word for word.
{
  "formula": "C21H21Cl2NORhSSi",
  "method": "ωB97M-V/def2-TZVPD",
  "symbols": ["Rh", "Cl", "C", "C", "C", "C", "C", "Cl", "C", "S", "H", "H", "H", "C", "Si", "C", "C", "N", "C", "C", "C", "C", "C", "C", "O", "C", "C", "C", "C", "C", "C", "H", "H", "H", "H", "H", "H", "H", "H", "H", "H", "H", "H", "H", "H", "H", "H", "H", "H"],
  "xyz": [[-0.23198, -0.28043, -0.49997], [1.38496, -1.30769, -2.01590], [0.84925, -2.97563, -2.06321], [1.69445, -3.90858, -2.63281], [1.27820, -5.22778, -2.66763], [0.04697, -5.58803, -2.13915], [-0.77557, -4.62970, -1.57583], [-2.29833, -5.10542, -0.91830], [-0.39251, -3.28269, -1.52255], [-1.46209, -2.07060, -0.83921], [2.65124, -3.60799, -3.03657], [1.91738, -5.98143, -3.10580], [-0.28244, -6.61744, -2.15726], [0.93199, -2.32322, 1.84794], [-0.34612, -1.15733, 2.54161], [0.31660, -0.55502, 4.18019], [-2.04146, -1.88399, 2.75591], [-0.48615, 0.20072, 1.32013], [-0.58358, 1.54612, 1.59505], [-0.98971, 2.09007, 2.82480], [-1.09704, 3.45596, 2.97495], [-0.78645, 4.31354, 1.92177], [-0.36975, 3.81361, 0.69311], [-0.27519, 2.44990, 0.55070], [0.13402, 1.81671, -0.60631], [0.36893, 2.56811, -1.78078], [1.60886, 3.14758, -1.95937], [1.83575, 3.85022, -3.13413], [0.83509, 3.95052, -4.09187], [-0.39916, 3.35044, -3.88450], [-0.64468, 2.64783, -2.71295], [1.08518, -3.11917, 2.58287], [1.89021, -1.81629, 1.71412], [0.64729, -2.79832, 0.90825], [0.62600, -1.45989, 4.71326], [-0.41083, -0.05695, 4.81972], [1.19978, 0.07892, 4.08591], [-1.94303, -2.76461, 3.39742], [-2.51099, -2.19951, 1.82597], [-2.70237, -1.18053, 3.26676], [-1.25801, 1.43719, 3.64070], [-1.43132, 3.86241, 3.91931], [-0.87120, 5.38325, 2.05494], [-0.12877, 4.47303, -0.12842], [2.37209, 3.05005, -1.19788], [2.79710, 4.31641, -3.30143], [1.01977, 4.49774, -5.00615], [-1.17471, 3.42756, -4.63415], [-1.59770, 2.17033, -2.52324]],
  "homo_lumo_gap_ev": [5.8854, 5.8396],
  "lumo_energy_ev": [-5.30, -5.32],
  "largest_force_ev_per_a": 1.3,
  "charge": 1,
  "mol_weight_g_mol": 537.37,
  "homo_energy_ev": [-11.183, -11.160]
}



- Which value of charge does entry 4 give?
  -1